1.
Entry from OMol25: 2 unconnected molecules or ions with the total composition C4H14N2O at a distorted geometry (ωB97M-V/def2-TZVPD).

The geometry in XYZ format:
```
21
Properties=species:S:1:pos:R:3:forces:R:3:lowdin_charge:R:1
N -1.7277 0.9214 1.6957 3.22 -1.15 -2.16 -0.015
C -2.2852 0.4795 0.3451 1.61 0.50 -0.10 -0.242
C -1.8984 -1.0028 -0.0882 1.40 3.08 0.93 -0.205
C -0.5520 -0.9709 -0.7884 1.33 2.15 0.23 -0.179
C 0.6952 -0.3496 0.1136 1.47 -3.60 -2.57 -0.174
N 1.9269 -0.0178 -0.7911 -2.23 0.13 0.25 -0.030
H -0.7413 1.4027 1.6720 -2.77 -1.33 -0.29 0.092
H -2.3141 1.5636 2.1105 -1.63 1.61 0.97 0.006
H -3.3286 0.3903 0.3992 -1.64 0.41 0.78 0.069
H -2.1372 1.2914 -0.4649 0.23 -1.49 0.90 0.127
H -1.9688 -1.5990 0.8005 0.49 -0.36 0.64 0.101
H -2.6695 -1.3693 -0.6924 -1.06 -0.43 -1.39 0.078
H -0.5373 -0.1436 -1.5385 -0.75 -0.64 0.06 0.094
H -0.4034 -1.8842 -1.3918 0.82 0.15 0.79 0.105
H 0.5344 0.5288 0.6504 -0.94 1.10 0.73 0.042
H 1.0790 -1.1352 0.7853 -0.37 0.41 0.02 0.100
H 1.7036 -0.4911 -1.6587 0.45 -0.53 -0.18 0.049
H 1.7759 0.9467 -1.1057 0.20 -0.05 0.38 0.067
O 4.6401 0.5420 0.2033 -1.03 -0.83 0.34 -0.108
H 3.8514 -0.0418 0.3683 1.04 0.76 -0.23 0.020
H 4.3571 0.9391 -0.6240 0.16 0.13 -0.11 0.003
```
Forces are in eV/Å.

Orbital gap, eV: 10.39
Structure (SMILES): NCCCCN.O
HOMO, eV: -9.552
Calculated total energy, eV: -9401.1849



2.
Entry from OMol25: CH4FINP in the gas phase at a distorted geometry (ωB97M-V/def2-TZVPD).

The geometry in XYZ format:
```
9
Properties=species:S:1:pos:R:3:forces:R:3:lowdin_charge:R:1
C 0.9250 -0.6532 -0.3693 0.66 -2.30 0.39 -0.215
N -0.3774 -0.4150 0.2389 0.14 -2.28 0.49 -0.422
P -1.4307 0.8020 -0.1236 -1.47 0.55 1.42 0.475
F -2.0947 0.9685 1.4155 0.72 -0.18 -1.57 -0.421
I 0.0101 2.8523 -0.2190 0.00 -0.36 0.09 0.297
H 1.6624 -1.0111 0.4543 -1.07 0.75 -1.47 0.102
H 0.8901 -1.5142 -1.1840 0.09 1.99 1.42 0.110
H 1.2023 0.3065 -0.7555 0.86 0.12 -0.54 -0.032
H -0.7871 -1.3358 0.5426 0.08 1.71 -0.24 0.108
```
Forces are in eV/Å.

Orbital gap, eV: 8.90
Structure (SMILES): CNP(F)I
HOMO, eV: -8.877
Calculated total energy, eV: -22699.8184



3.
Entry from OMol25: 6 unconnected molecules or ions with the total composition C15H35Cl8NO3 at a distorted geometry (ωB97M-V/def2-TZVPD).

The geometry in XYZ format:
```
62
Properties=species:S:1:pos:R:3:forces:R:3:lowdin_charge:R:1
C 0.1962 3.3339 -2.1860 -0.48 -0.73 -0.12 -0.070
O -0.0482 1.8981 -2.2819 -0.11 1.36 0.84 -0.211
C -1.3399 1.4880 -1.7807 0.10 -1.61 -1.14 -0.222
C -1.3948 -0.0602 -1.7120 0.06 -0.48 -0.82 -0.225
N -1.1920 -0.7822 -3.0013 -0.73 1.97 0.31 -0.047
C -1.0274 -2.1931 -3.0947 2.10 -1.04 0.34 -0.193
C 0.3625 -2.6853 -2.5129 -0.52 1.43 -0.69 -0.146
O 1.4537 -2.1255 -3.3359 -1.09 -0.82 1.30 -0.237
C 1.8501 -2.7245 -4.5446 -0.43 -0.08 -0.37 -0.103
H 0.9522 3.6149 -2.9192 -0.19 -0.18 -0.04 0.094
H 0.5402 3.6767 -1.2101 0.38 -0.42 0.07 0.054
H -0.7267 3.8981 -2.3207 -0.17 -0.05 -0.51 0.090
H -2.1111 1.8525 -2.4593 -0.11 0.13 -0.27 0.126
H -1.6339 1.8296 -0.7882 0.94 -0.24 -0.77 -0.033
H -2.3799 -0.3100 -1.3178 -0.08 0.09 -0.39 0.051
H -0.6769 -0.3560 -0.9471 -0.44 -0.16 -0.48 0.050
H -0.4830 -0.3067 -3.5411 0.09 -0.08 -0.03 0.106
H -0.9764 -2.4058 -4.1625 -0.36 -0.31 -0.05 0.104
H -1.7924 -2.8152 -2.6300 -0.41 0.39 0.01 0.115
H 0.4228 -3.7116 -2.1506 0.27 -0.67 -1.19 0.122
H 0.4523 -2.2053 -1.5384 -0.23 0.51 -0.28 0.075
H 1.0237 -3.0552 -5.1737 -0.41 -0.02 0.07 0.077
H 2.5074 -3.5877 -4.4395 0.20 0.02 0.36 0.085
H 2.3475 -1.9397 -5.1145 0.23 -0.09 0.10 0.092
Cl 2.4309 -0.9062 3.1950 0.41 -0.88 1.35 0.668
C 0.7434 -0.6657 3.8059 0.82 -1.35 0.98 -0.565
C 0.0240 -2.0086 4.1034 -0.03 1.46 0.76 -0.555
Cl -0.4015 -2.8367 2.5858 0.47 -0.72 0.69 0.651
H 0.1257 -0.1850 3.0472 2.20 -0.23 1.86 -0.033
H 0.8971 0.0637 4.6011 -0.52 -0.56 0.49 0.095
H -0.9238 -1.6935 4.5398 0.16 -0.21 0.09 0.036
H 0.4842 -2.6616 4.8450 0.36 -0.04 -0.52 0.085
Cl -2.3140 2.9063 0.7163 -0.95 1.09 0.92 0.719
C -0.6284 3.3469 1.0668 0.10 -0.63 0.98 -0.548
C -0.2962 2.8621 2.4842 -0.57 0.99 1.35 -0.611
Cl -0.7909 4.1010 3.7364 0.19 0.05 -0.40 0.528
H -0.5807 4.4315 0.9692 0.36 -0.23 -0.01 0.079
H -0.0109 2.8159 0.3424 -0.10 0.30 0.14 0.034
H 0.7395 2.6393 2.7409 0.03 0.14 -0.63 0.085
H -0.9278 2.0450 2.8328 0.44 0.23 -0.40 -0.026
Cl -2.4094 -1.0920 0.9444 -0.29 0.75 1.11 0.704
C -1.9069 -0.0568 2.3266 -2.66 -0.73 2.16 -0.670
C -2.7764 -0.3605 3.5870 -0.50 -1.06 -1.12 -0.629
Cl -2.6300 0.9433 4.7776 0.20 -0.14 0.01 0.616
H -2.0317 1.0120 2.1529 -0.43 -0.62 -0.74 -0.009
H -0.8601 -0.2279 2.5776 -3.42 -0.72 -0.31 -0.061
H -2.5355 -1.3359 4.0097 0.38 0.31 0.24 0.042
H -3.8269 -0.5431 3.3605 -0.08 0.78 -0.29 0.070
Cl 3.3121 1.3502 -0.9658 0.31 0.77 0.08 0.642
C 2.3351 0.0520 -1.6295 -0.16 -1.01 -2.82 -0.706
C 2.6640 -1.2515 -0.9762 -1.04 0.30 1.03 -0.681
Cl 4.3092 -1.7010 -1.4084 0.14 -0.63 0.32 0.598
H 2.4950 -0.0616 -2.7017 0.62 0.36 0.04 0.074
H 1.2764 0.2837 -1.5135 1.60 -0.39 -1.66 0.023
H 1.9053 -2.0092 -1.1719 1.22 0.11 -0.71 0.038
H 2.4446 -1.1440 0.0861 1.32 0.14 0.35 0.059
C 0.5244 0.0857 1.3243 -0.10 0.94 -2.06 -0.252
O 0.7810 0.3470 -0.0584 -1.29 0.30 4.55 -0.264
H 1.3567 0.0354 2.0263 0.06 1.09 -2.47 -0.055
H -0.2529 0.7104 1.7646 1.36 0.89 -1.65 0.016
H 0.0421 -0.8917 1.3244 0.64 -0.05 -0.36 0.012
H 0.8874 1.2736 -0.2856 0.13 0.29 0.44 0.037
```
Forces are in eV/Å.

Orbital gap, eV: 8.52
Structure (SMILES): COCCNCCOC.ClCCCl.ClCCCl.ClCCCl.ClCCCl.CO
HOMO, eV: -8.133
Calculated total energy, eV: -123926.1611